#one
CH10O5 | wB97M-V/def2-TZVPD

XYZ file:
```
16
Properties=species:S:1:pos:R:3:mulliken_charge:R:1
C -2.232 1.296 -1.754 -0.109
O -1.709 0.228 -1.632 -0.366
H -2.604 1.570 -2.752 0.233
H -2.284 2.055 -0.967 0.240
O -0.624 -2.777 -2.249 -0.657
H -0.397 -2.003 -1.706 0.349
H -0.575 -3.518 -1.648 0.314
O 2.113 3.153 3.728 -0.634
H 3.041 2.949 3.632 0.316
H 2.046 3.202 4.686 0.318
O 1.134 -0.630 -0.738 -0.662
H 1.904 -0.322 -1.267 0.294
H 0.490 0.075 -0.614 0.329
O -0.039 -1.886 1.517 -0.645
H 0.548 -1.693 0.779 0.384
H -0.810 -1.700 0.986 0.296
```

Computed properties:
E_LUMO: 0.37 eV
HOMO: -0.397 hartree
net charge: 0
SMILES: C=O.O.O.O.O
gap between HOMO and LUMO: 11.18 eV


#two
CH10O5 | wB97M-V/def2-TZVPD

XYZ file:
```
16
Properties=species:S:1:pos:R:3:mulliken_charge:R:1
C 1.181 0.580 2.314 -0.113
O 0.191 0.452 3.004 -0.393
H 1.696 -0.298 1.923 0.242
H 1.642 1.586 2.471 0.259
O 0.026 1.414 -1.459 -0.650
H -0.933 1.479 -1.503 0.324
H 0.111 1.287 -0.507 0.353
O -1.644 1.347 0.607 -0.627
H -2.302 0.966 1.200 0.287
H -1.994 2.249 0.547 0.317
O 1.286 -2.399 0.119 -0.634
H 2.147 -2.207 -0.259 0.310
H 0.648 -2.413 -0.602 0.322
O -0.377 -1.627 -2.460 -0.631
H -0.410 -0.658 -2.569 0.327
H -1.270 -1.756 -2.828 0.306
```

Computed properties:
E_LUMO: 0.34 eV
HOMO: -0.363 hartree
net charge: 0
SMILES: C=O.O.O.O.O
gap between HOMO and LUMO: 10.22 eV


Calculated relative energies: #one 0.000; #two 0.094, given in eV


#one
C2HBrClFO | wB97M-V/def2-TZVPD

XYZ file:
```
7
Properties=species:S:1:pos:R:3:mulliken_charge:R:1
C 0.753 -1.070 0.786 0.252
C -0.476 0.702 -0.445 0.162
O 0.327 -1.583 1.720 -0.263
F 0.571 1.106 -1.091 -0.177
Cl -1.285 1.877 0.506 -0.110
Br -1.580 -0.319 -1.697 -0.129
H 1.690 -0.712 0.222 0.266
```

Computed properties:
E_LUMO (spin up / spin down): -0.53 / -0.21 eV
HOMO (spin up / spin down): -0.295 / -0.303 hartree
net charge: 0
gap between HOMO and LUMO (spin up / spin down): 7.50 / 8.05 eV


#two
C2HBrClFO | wB97M-V/def2-TZVPD

XYZ file:
```
7
Properties=species:S:1:pos:R:3:mulliken_charge:R:1
C 1.644 1.523 0.668 0.435
C 0.914 -0.060 1.529 0.001
O 0.937 2.406 0.317 -0.346
F 1.498 -0.142 2.694 -0.174
Cl 3.353 1.279 0.354 -0.128
Br -0.974 0.324 1.799 -0.098
H 1.214 -1.002 0.806 0.311
```

Computed properties:
E_LUMO: 0.15 eV
HOMO: -0.373 hartree
net charge: 0
gap between HOMO and LUMO: 10.30 eV


Calculated relative energies: #one 2.140; #two 0.000, given in eV


#one
C3H6ClN | wB97M-V/def2-TZVPD

XYZ file:
```
11
Properties=species:S:1:pos:R:3:mulliken_charge:R:1
C 1.307 2.492 -0.377 -0.079
C -1.154 -0.975 0.244 -0.934
C 0.351 -1.446 0.641 -0.243
N 1.100 3.097 -1.347 -0.169
Cl 0.827 -0.958 2.297 -0.201
H 0.420 -2.510 0.438 0.328
H -1.230 0.128 0.126 0.263
H -1.947 -1.406 0.916 0.290
H -1.429 -1.213 -0.826 0.297
H 1.032 -0.736 -0.013 0.196
H 0.723 3.528 -2.100 0.251
```

Computed properties:
E_LUMO: 1.07 eV
HOMO: -0.379 hartree
net charge: 0
gap between HOMO and LUMO: 11.38 eV


#two
C3H6ClN | wB97M-V/def2-TZVPD

XYZ file:
```
11
Properties=species:S:1:pos:R:3:mulliken_charge:R:1
Cl 2.375 0.011 -0.326 -0.229
C 0.792 -0.010 0.438 0.037
C -0.189 -1.032 -0.046 -0.489
N -0.991 0.004 -0.581 -0.219
C -0.226 1.106 -0.050 -0.502
H 1.053 0.028 1.454 0.288
H -0.603 -1.746 0.739 0.206
H 0.146 -1.755 -0.779 0.249
H -1.927 -0.061 -0.891 0.152
H 0.284 1.851 -0.685 0.255
H -0.714 1.604 0.727 0.252
```

Computed properties:
E_LUMO: 1.08 eV
HOMO: -0.315 hartree
net charge: 0
SMILES: ClC1CNC1
gap between HOMO and LUMO: 9.66 eV


Calculated relative energies: #one 0.461; #two 0.000, given in eV


#one
C4H10NO2 | wB97M-V/def2-TZVPD

XYZ file:
```
17
Properties=species:S:1:pos:R:3:mulliken_charge:R:1
C 1.412 1.057 0.357 -1.331
C 0.159 0.398 1.003 0.024
O 0.426 -0.876 1.545 -0.654
C -0.968 0.229 -0.011 -0.048
N -1.370 1.473 -0.733 -0.784
C -0.616 -0.995 -0.903 -0.605
O 0.699 -1.276 -0.974 -0.901
H 1.468 2.096 0.676 0.365
H 1.318 0.956 -0.717 0.292
H 2.288 0.576 0.790 0.361
H -0.204 1.027 1.825 0.466
H 0.797 -1.320 0.737 0.366
H -1.865 -0.047 0.530 0.300
H -0.656 2.175 -0.529 0.321
H -1.211 1.305 -1.726 0.295
H -1.119 -0.776 -1.894 0.357
H -1.234 -1.835 -0.507 0.177
```

Computed properties:
E_LUMO: 4.31 eV
HOMO: -0.111 hartree
net charge: -1
SMILES: C[C@H](O)[C@@H](N)C[O-]
gap between HOMO and LUMO: 7.33 eV


#two
C4H10NO2 | wB97M-V/def2-TZVPD

XYZ file:
```
17
Properties=species:S:1:pos:R:3:mulliken_charge:R:1
C -0.405 -0.338 -1.401 -0.757
O 2.517 -0.662 1.655 -0.702
C 0.868 0.365 -1.365 0.259
C -0.627 0.312 0.046 -0.477
C -2.230 0.056 0.388 -0.375
O -2.702 0.725 1.408 -0.828
N 1.970 -0.298 -1.052 -0.923
H -0.574 -1.401 -1.278 0.305
H -1.164 0.030 -2.090 0.375
H 0.868 1.315 -1.904 0.388
H -0.675 1.395 0.139 0.325
H -0.018 -0.143 0.817 0.208
H -2.360 -1.069 0.394 0.180
H -2.702 0.416 -0.568 0.119
H 3.093 -1.411 1.822 0.291
H 2.789 0.173 -1.432 0.176
H 2.474 -0.543 0.675 0.435
```

Computed properties:
E_LUMO: 3.80 eV
HOMO: -0.095 hartree
net charge: -1
gap between HOMO and LUMO: 6.37 eV


Calculated relative energies: #one 0.000; #two 1.837, given in eV